# 1
{"formula": "Cl3H4MgO2", "method": "ωB97M-V/def2-TZVPD", "orbital_gap_ev": [1.63, 8.59], "charge": -2, "spin_multiplicity": 2, "mol_weight_g_mol": 166.69, "e_homo_ha": [0.1347, -0.0905], "total_energy_ev": -47177.161, "symbols": ["Mg", "Cl", "Cl", "Cl", "O", "H", "H", "O", "H", "H"], "coordinates": [[-0.01997, 0.02150, 0.08962], [0.54029, -0.69930, -2.12459], [-0.96362, 2.24032, 0.26037], [0.44899, -1.60972, 1.58245], [-1.88497, -0.73740, -0.12820], [-2.39579, -1.13151, -0.83529], [-2.54003, -0.42749, 0.49717], [1.89818, 0.72182, 0.31708], [2.65913, 0.19679, 0.56515], [2.25777, 1.42497, -0.22377]], "forces_ev_per_a": [[0.188, 0.535, -0.791], [-0.056, -0.084, -0.397], [0.016, 0.023, 0.108], [0.298, -0.717, 0.947], [-0.816, -0.327, 0.025], [0.243, -0.117, -0.535], [-0.114, 0.337, 0.445], [0.363, 0.531, 0.356], [0.041, -0.588, 0.210], [-0.164, 0.408, -0.368]], "mulliken_spin": [1.817, -0.150, -0.312, -0.280, -0.186, 0.038, 0.125, -0.222, 0.100, 0.070]}

***

# 2
{"formula": "C2H2Li2O2", "method": "ωB97M-V/def2-TZVPD", "orbital_gap_ev": 4.13, "charge": 0, "spin_multiplicity": 1, "mol_weight_g_mol": 71.92, "e_homo_ha": -0.1940, "total_energy_ev": -6605.944, "symbols": ["O", "C", "C", "O", "H", "Li", "Li", "H"], "coordinates": [[-0.62600, -0.55957, 0.01483], [0.33402, 0.12428, -0.65140], [1.21103, 0.96801, -0.16778], [2.01812, 1.67858, 0.31333], [0.22986, -0.03378, -1.71894], [-2.42813, 0.27453, -0.38971], [-0.79380, -0.23927, 2.09829], [0.05490, -2.21278, 0.50137]], "forces_ev_per_a": [[-1.904, 0.686, 2.172], [-0.345, 0.349, -1.531], [0.529, 0.079, 0.390], [-0.283, -0.109, -0.260], [0.946, 0.361, -0.234], [0.902, -0.611, 0.052], [0.453, -0.871, -1.152], [-0.297, 0.117, 0.564]], "mulliken_charge": [-0.664, -0.277, 0.439, -0.414, 0.284, 0.414, 0.276, -0.057]}